176
Properties=species:S:1:pos:R:3:mulliken_charge:R:1 method="wB97M-V/def2-TZVPD" spin_multiplicity=1 total_energy_ev=-92442.85875 smiles=COCCOC.COCCOC.COCCOC.COCCOC.COCCOC.COCCOC.COCCOC.COCCOC.COCCOC.COCCOC.COCCOC de_lowest_kj_mol=0.42 max_force_ha_per_bohr=0.0426 lumo_ha=0.0246 gap_ev=9.8
O -5.43641 3.28806 0.84750 -0.414
O 4.89118 5.11457 3.81037 -0.307
O 3.56030 -5.15604 5.03143 -0.286
O 0.74818 2.21007 7.56684 -0.372
O -2.54458 4.08396 2.85773 0.411
O -0.20683 -1.60954 -2.03469 0.449
O -1.88001 -0.74466 -6.02935 -0.060
O -4.53349 -0.23300 0.69620 -0.476
O 3.59348 3.73403 -0.77375 -0.414
O 2.45535 -1.47063 -5.38178 -0.409
O 0.45205 4.22931 -0.59830 0.361
O -1.11531 -6.01805 -0.24865 -0.251
O 2.53320 -3.14007 3.35362 -0.456
O -0.49826 1.00527 4.95069 0.257
O -4.34554 3.80290 5.18095 -0.444
O 1.87022 4.95928 3.82098 -0.251
O 2.58045 1.27075 -4.13310 -0.502
O 1.18510 -4.65718 -0.53963 0.112
O 0.83012 -7.30398 -6.16082 -0.195
O -3.77633 0.38090 -4.08592 -0.470
O 0.25653 -4.66712 -7.45228 -0.394
O -0.37824 0.11163 1.09953 0.126
C 2.75650 4.58074 -1.48462 -0.232
C -0.02882 1.38210 1.62433 0.281
C -2.48710 -5.98337 0.01481 -0.792
C 5.52455 5.38704 2.58101 -0.564
C -3.47376 0.94195 -5.33249 -0.511
C 2.97063 2.49930 -0.46934 -0.518
C 2.59669 -4.21105 5.43260 -0.856
C 0.95066 -4.46780 -6.24438 -0.335
C -2.65360 0.09101 -3.28009 0.256
C -0.69031 -2.84295 -2.50370 -0.151
C -3.71652 -0.64964 1.77276 -0.633
C 2.06337 2.36219 -4.87643 -0.603
C 1.12219 -5.75841 0.35729 -0.670
C 1.52795 5.14124 -0.75800 -0.157
C -1.12145 -0.22520 5.20428 -0.516
C -0.37614 4.16617 -1.73459 -0.472
C 2.65665 6.04094 3.38611 0.099
C 0.78614 4.64623 2.97792 0.130
C 1.33673 -0.62900 -5.09223 0.229
C -0.11378 0.00309 -0.29470 0.440
C -3.07857 -0.08977 -6.39862 -0.608
C -0.48834 -1.40504 -0.68141 -0.060
C 1.79612 -8.32975 -6.17505 -0.792
C 1.26975 3.42799 7.08699 -0.592
C 3.26325 -0.87986 -6.40781 -0.656
C -0.51834 -5.83392 -7.57357 -0.515
C 1.71273 -3.85632 4.26032 0.053
C -2.43953 4.47222 1.51139 -0.756
C -3.31154 4.75628 5.09301 -0.695
C -2.99237 5.17115 3.66642 -0.673
C 1.15199 1.07082 6.82889 -0.774
C 3.96083 6.11430 4.16394 -0.711
C -0.28890 -5.82090 0.87913 -0.432
C 2.46777 -4.41685 -1.06693 -0.834
C -5.27313 1.98007 1.35963 -0.114
C -1.73401 -1.94539 -6.77137 -0.583
C 1.78908 -2.44950 2.37221 0.088
C 1.63049 0.24374 -3.86905 0.438
C -6.16715 4.09487 1.74932 -0.666
C 4.46194 -5.54196 6.03248 -0.803
C -3.85524 2.48290 5.01748 -0.552
C 0.18557 -7.16317 -7.40903 -0.613
C -4.45408 1.14470 0.37833 0.174
C 0.85858 1.09067 5.33729 -0.033
H 3.62127 1.81397 0.06497 0.404
H -4.73452 1.30118 -0.66225 0.430
H 0.92154 4.18713 7.78814 0.333
H 0.87604 -3.24844 4.61906 0.239
H 3.31582 5.45858 -1.82774 0.459
H 2.12293 6.99430 3.50111 0.291
H -3.40416 4.60847 1.01386 0.405
H 1.65205 1.96569 -5.81025 0.404
H 2.71279 -5.20221 -1.80203 0.293
H 0.97066 3.64402 6.06102 0.126
H 2.67334 -0.89340 -7.33052 0.262
H -2.84528 -6.88876 0.52409 0.357
H 2.82609 5.96135 2.30520 -0.092
H 3.08940 -3.34491 5.88790 0.398
H -7.08788 3.59472 2.07066 0.392
H 1.91666 5.39190 0.23343 -0.554
H -6.44253 4.98596 1.18543 0.227
H 6.06089 6.34189 2.58421 0.324
H -0.54240 -1.05269 4.75982 -0.078
H 2.22202 0.95267 7.02168 0.432
H -0.52063 -4.89235 1.41973 0.199
H 5.26356 -4.79668 6.07461 0.301
H -1.33437 -5.84884 -6.83678 0.294
H 1.12272 4.03821 2.13068 -0.219
H 1.35937 0.26186 4.81942 0.131
H -0.41290 -3.65192 -1.81679 -0.176
H -2.07071 -0.25742 4.67110 0.073
H 1.06850 -0.04520 -5.97441 0.557
H 2.40003 -8.24598 -5.27036 0.228
H 1.01365 1.30781 1.95970 0.286
H -0.73096 1.55200 2.43955 -0.195
H -4.10791 -0.27676 2.72498 0.358
H 6.23082 4.58291 2.38622 0.247
H 0.04786 -2.11885 -0.04595 -0.813
H -1.78401 -2.90191 -2.38914 0.339
H 0.95253 0.19332 -0.46397 0.005
H -1.78527 5.33683 1.37175 0.474
H 1.17790 6.03313 -1.28630 0.596
H -3.06568 -5.93593 -0.90597 0.254
H -2.24870 5.97638 3.67388 0.359
H 3.71250 5.97075 5.21458 0.297
H 4.83068 5.40734 1.73457 0.122
H -0.52375 -7.98242 -7.56987 0.411
H -0.97671 -5.80297 -8.55935 0.359
H 0.92477 -7.26582 -8.21550 0.365
H 0.66586 0.19633 7.26265 0.338
H 2.36334 3.48839 7.17515 0.301
H -0.77117 0.72865 -0.78682 -0.226
H 1.37883 -4.77978 3.77561 0.097
H -1.20977 -0.40355 6.27912 0.274
H 4.34960 7.11993 3.97092 0.411
H -2.12172 1.00409 -2.98442 0.023
H 1.26757 -3.13603 1.69431 -0.114
H 1.84970 -5.59163 1.15950 0.301
H 0.34739 -4.63853 -5.34056 0.297
H 2.06040 -0.40332 -3.10724 0.024
H -2.70573 1.72544 -5.28009 0.267
H -2.99907 -0.41279 -2.37649 -0.056
H -3.38802 1.41081 0.44316 -0.239
H -1.56060 -1.50236 -0.45917 0.346
H -3.91582 -0.79645 -6.42051 0.375
H 3.52758 0.14512 -6.13519 0.174
H -2.57409 -2.63483 -6.67590 0.428
H 0.51305 -1.30079 -4.85211 -0.721
H 2.52136 -8.18655 -6.98274 0.338
H 2.90562 2.98974 -5.15540 0.192
H 1.36371 -6.63227 -0.25760 0.378
H -1.26677 3.57065 -1.52931 0.164
H 1.98051 -4.62517 6.24535 0.410
H 1.73686 -5.20464 -6.05057 0.302
H -3.07761 2.31975 4.27077 -0.034
H -0.41277 -3.12361 -3.51464 -0.219
H -4.77137 1.98353 2.33123 -0.229
H -2.45090 4.45315 5.69895 0.279
H -0.47915 -6.65685 1.56533 0.495
H 3.28593 -4.47034 -0.34400 0.349
H -2.00663 3.66904 0.91120 -0.296
H -4.39280 1.42297 -5.67558 0.394
H -1.93752 -0.58039 -3.75012 0.070
H 4.91861 -6.49782 5.77858 0.243
H 4.17138 -1.47833 -6.45047 0.305
H 1.38846 -3.47369 -6.25221 0.007
H 0.08800 4.03866 3.55324 -0.199
H 4.03831 -5.67258 7.03339 0.316
H -1.43334 -1.75080 -7.80554 0.335
H 0.76554 0.75072 -3.42669 0.058
H -2.98989 0.41155 -7.36914 0.319
H -4.68450 1.83093 4.72742 0.330
H 1.02949 -1.83299 2.86716 -0.100
H -5.60230 4.35385 2.64773 0.139
H 1.30567 -9.30501 -6.19269 0.309
H 1.30600 2.89159 -4.29593 0.055
H 2.41905 4.16455 -2.45026 -0.092
H 2.37906 -3.50762 -1.65791 0.118
H 2.53811 2.04668 -1.36950 0.153
H -3.52371 2.12795 6.00099 0.430
H 1.26288 2.01511 4.92067 0.148
H 0.26495 5.53012 2.59727 0.475
H 2.10009 2.68936 0.16659 0.166
H -3.66085 5.69219 5.54160 0.355
H -2.69872 -0.25626 1.67928 0.069
H -2.76580 -5.13499 0.64901 0.239
H 2.42992 -1.81517 1.76448 0.331
H -0.85740 -2.42973 -6.33403 -0.162
H -0.07311 2.19114 0.88753 -0.413
H 0.11885 3.69821 -2.59105 -0.204
H -6.24777 1.48197 1.42195 0.508
H -3.68397 -1.73514 1.78237 0.393
H -3.92461 5.47966 3.18287 0.433
H -0.74094 5.15699 -2.02773 0.413



92
Properties=species:S:1:pos:R:3:mulliken_charge:R:1 method="wB97M-V/def2-TZVPD" spin_multiplicity=1 total_energy_ev=-127186.95619 de_lowest_kj_mol=0.00 max_force_ha_per_bohr=0.0505 lumo_ha=0.0134 gap_ev=8.4
S -1.39023 -2.91949 -5.41287 0.477
S 1.63737 0.68967 5.39906 0.273
S -2.96460 2.94040 -3.33399 0.404
S -2.64181 2.06845 1.33104 0.747
S 3.26942 4.29310 1.86749 0.476
S 2.63500 -1.45240 -3.33622 0.416
S 2.47966 1.81150 -3.16852 0.513
S -1.81582 -3.71413 4.27350 0.394
O -0.84369 -4.19580 -4.84062 -0.617
O 1.33402 -1.14440 -2.59971 -0.440
O 1.24247 1.41129 4.15908 -0.417
O -1.58484 -2.71816 3.20014 -0.447
O 3.58573 4.25356 0.41637 -0.609
O 3.80374 1.23810 -2.79312 -0.673
O -3.13649 0.66400 1.12416 -0.613
O -1.48721 2.75005 -3.27120 -0.538
O 1.82769 -2.49546 2.35787 -0.671
N 0.53831 -1.79398 0.61142 0.927
C 1.42936 1.78272 -1.70534 0.791
C -1.93988 2.02569 3.00881 -0.853
C -3.40871 2.84582 -5.14918 -1.093
C -1.71378 -1.78266 -4.02790 -0.183
C 1.02530 -2.69341 1.43773 -0.217
C 2.36823 -3.13896 -3.91086 -0.951
C 3.77474 -1.89684 -1.94437 -1.002
C 0.81456 -0.39042 0.95540 -0.477
C 2.58061 3.60541 -3.12269 -0.716
C -3.11020 -3.33668 -5.90083 -0.993
C -2.28318 -5.28573 3.49508 -0.939
C 1.49531 3.93543 1.89598 -0.627
C 3.30963 0.04451 5.06943 -0.915
C 3.22307 6.06890 2.32705 -0.937
C -4.18224 3.03257 1.85984 -1.156
C -0.57887 -2.05061 -0.24222 -1.151
C 0.87220 -0.92186 5.27491 -0.753
C -0.14266 -4.34008 4.78072 -0.711
C -3.72969 1.30809 -2.89777 -0.460
H 1.12744 -1.44984 4.36018 -0.044
H -4.98115 2.95739 1.13836 0.332
H 1.84637 2.41604 -0.88725 -0.051
H 3.27567 4.00689 -3.85072 0.408
H 1.75843 -0.07917 0.49723 0.158
H 0.93827 -0.31639 2.07104 -0.284
H -4.78086 1.42440 -2.97345 0.453
H -4.47033 2.68288 2.82027 0.349
H 3.95044 -1.04984 -1.32836 0.318
H 0.43122 2.08399 -1.99578 0.277
H -0.20394 -0.73487 5.28326 0.322
H 3.31863 -2.79815 -1.52229 0.302
H 3.37944 -3.58420 -4.08838 0.400
H 3.31273 -0.62077 4.19342 0.213
H -1.97208 -6.19768 4.03700 0.357
H 0.42197 -4.58821 3.90542 0.218
H -0.31966 -5.14079 5.48678 0.457
H 1.84911 -3.15029 -4.83557 0.332
H -3.35940 -5.35859 3.38265 0.337
H -3.67968 -3.87876 -5.07907 0.289
H -3.86087 4.04738 1.97847 0.399
H 1.01578 4.65905 1.27137 0.493
H 4.20927 6.53226 2.45930 0.330
H 2.80875 3.90364 -2.12448 0.089
H -2.51179 -2.24195 -3.43925 0.433
H -0.83331 1.88254 3.00351 0.005
H -4.44741 2.68727 -5.06403 0.415
H 1.84037 -3.71265 -3.11557 0.245
H -3.30369 1.03839 -1.88280 0.145
H -3.66439 -2.45151 -6.14744 0.364
H -2.12029 -0.84405 -4.43511 0.113
H -2.75335 2.22290 -5.76597 0.275
H 1.24834 2.96039 1.60611 -0.231
H 1.54693 3.93916 -3.39571 0.271
H -0.52671 -1.36885 -1.06496 0.102
H 0.37711 -3.55023 5.30270 0.093
H -2.15842 2.95219 3.50207 0.478
H -3.39440 0.49794 -3.58694 -0.055
H 3.83559 1.03577 5.01446 0.339
H 0.00272 0.22241 0.59139 0.399
H 0.68903 -3.75639 1.27853 0.389
H 3.58144 -0.45705 6.02289 0.404
H -2.39978 1.12898 3.48107 0.343
H -3.30314 3.82639 -5.49240 0.411
H 4.76317 -2.17040 -2.37740 0.430
H -0.82223 -1.64159 -3.44569 -0.255
H -3.08391 -3.98187 -6.79298 0.326
H 1.11946 -1.55120 6.14066 0.564
H 2.57752 6.66150 1.68083 0.302
H -0.48715 -3.06821 -0.67677 0.521
H 2.66704 5.97403 3.28784 0.324
H -1.56389 -2.01729 0.27117 0.285
H 1.27874 4.03369 2.95846 0.460
H 1.37035 0.75512 -1.33473 -0.849
H -1.83204 -5.27003 2.48893 0.244



157
Properties=species:S:1:pos:R:3:mulliken_spin:R:1 method="wB97M-V/def2-TZVPD" spin_multiplicity=5 total_energy_ev=-148098.45440 de_lowest_kj_mol=27.16 max_force_ha_per_bohr=0.0584 lumo_ha="0.0117 / 0.0117" gap_ev="9.8 / 9.2" s2=6.006
Fe 0.24283 -0.29580 0.43310 3.739
Cl 2.17730 -1.21632 1.30662 0.093
O -1.98559 -0.70631 -2.64180 -0.008
O -0.28510 1.38518 1.54000 0.089
O -2.00683 -4.10766 -0.46737 0.000
O -4.88143 -4.04219 -0.61279 0.000
O -0.78115 -1.52478 1.96112 0.004
O 1.16211 1.13008 -0.78065 -0.046
O -2.58696 1.46581 2.76131 -0.004
O -0.79728 4.91481 -1.14752 0.000
O 3.82190 3.38590 2.67684 0.000
O -4.63166 0.00438 3.87438 -0.001
O -3.28940 -4.35065 2.09790 0.000
O 0.78998 -2.46690 -3.79416 -0.001
O 4.07681 -1.07148 -3.27107 0.000
O 1.84142 3.89618 -2.70723 0.000
O -1.72168 0.07625 -0.67067 0.110
O -3.52711 -1.14322 1.40815 0.019
O -1.49637 4.23480 -3.87302 0.000
O 4.81173 -2.55968 0.39146 -0.006
O -2.10974 1.42928 -4.68420 0.000
O -1.43464 -1.57421 -4.99845 0.000
O 5.04843 1.10672 3.75351 0.000
O 2.44433 1.28050 -3.13070 0.007
O -6.47088 2.67087 -1.35932 0.000
O -0.61133 2.96753 4.61018 0.000
O -4.93429 -1.08153 -1.11396 -0.001
O 5.80619 -4.00421 -1.88153 0.000
O -0.43022 -1.66807 -1.42565 0.063
O 5.49933 -0.38452 -1.04287 0.000
O 5.51581 -1.01847 5.01079 0.000
O -2.67917 -2.40725 3.99470 -0.001
O 2.74263 -1.12594 5.48643 0.000
O -3.93121 1.49193 -1.47381 -0.001
O 6.48908 2.49810 -1.56767 0.000
C 1.95986 -1.79705 -4.03532 0.001
C -2.41168 -5.32785 1.57207 0.000
C 5.27505 1.85431 -1.80477 0.000
C -1.26072 -2.54162 4.07421 0.003
C 3.39963 -2.31070 5.10984 0.000
C -1.84594 3.38232 3.94944 0.002
C -1.28185 -4.72832 0.64379 0.002
C -4.26913 2.29329 -0.37419 0.004
C 2.95703 -1.86944 -2.86399 0.000
C -5.02516 -2.04989 -2.14605 0.000
C -0.54351 -1.44230 3.36675 -0.005
C 3.01528 2.32007 3.30136 -0.001
C 1.45555 3.30812 -3.94632 -0.001
C 2.34425 2.11073 -4.25654 -0.001
C 4.60305 -1.80321 4.29600 -0.003
C -1.19992 -0.51500 -5.94331 0.000
C -4.79761 -1.58061 1.97463 -0.004
C -1.65638 5.66225 -1.95036 0.000
C -0.98261 0.87947 -5.31111 -0.001
C 1.31763 2.35834 -0.04371 -0.028
C -2.85676 2.28628 3.88879 -0.002
C -5.62245 -3.29327 -1.63543 0.000
C -2.39030 4.89313 -2.96979 0.000
C 5.45460 -3.80567 0.54214 -0.002
C -5.80215 2.25127 -0.20056 0.000
C -1.37434 -0.79713 -1.49654 -0.048
C 0.04048 2.56017 0.75271 0.004
C 3.91780 1.72920 4.33217 0.000
C 6.44940 -3.95619 -0.59998 0.000
C -5.40441 -0.39791 2.74224 0.002
C 4.77741 0.80786 -0.80247 0.000
H 5.50967 -0.11231 4.67269 0.000
H 5.33942 1.30930 -2.75272 0.000
H -3.84840 2.72068 3.88410 0.000
H -3.63706 -0.94309 0.43923 -0.002
H -2.15267 -0.48384 -6.50011 0.000
H 5.38430 -1.02577 -0.31284 0.000
H -4.58087 -0.19637 -1.30160 -0.002
H -0.97236 6.31622 -2.55228 0.000
H -1.49417 3.73912 2.97570 -0.001
H 6.66941 2.69249 -0.61178 0.000
H 4.23616 2.50608 5.04237 0.000
H 3.11451 -2.94920 -2.70534 0.000
H 6.98314 -4.90345 -0.53364 0.000
H -0.62026 1.59630 -6.07406 0.000
H 4.13872 -1.25169 3.47677 0.002
H 2.12734 2.14839 0.69967 0.008
H -0.65900 -2.10273 -4.69383 0.000
H 7.18754 -3.09847 -0.59746 0.000
H -0.53110 -5.50225 0.35947 0.000
H 2.77517 1.55846 2.61132 0.003
H -6.13566 1.22583 0.03042 0.000
H 0.54051 -1.48607 3.60008 0.002
H 3.94827 -2.44444 0.81160 -0.003
H 0.21260 3.48466 1.37737 0.001
H -2.40930 0.86975 -3.94419 0.000
H 5.17488 -2.67292 3.85168 -0.001
H -6.43197 -0.52745 3.11188 0.000
H -3.93689 -0.67588 4.09223 0.000
H 1.93467 1.60354 -5.13092 0.000
H 2.73982 -2.93484 4.54123 0.001
H 5.35779 -3.14671 -1.96733 0.000
H 3.82491 -2.83425 5.98213 0.000
H -2.95806 -6.09150 0.97553 0.000
H -3.74445 1.87272 0.50225 -0.003
H 3.09335 0.55832 -3.25424 -0.001
H -1.95961 -5.82681 2.43270 0.000
H 0.47275 2.90509 -3.79637 0.001
H -2.32266 6.31028 -1.40041 0.000
H -0.39740 -0.74165 -6.60276 0.000
H -6.60257 -3.03452 -1.18725 0.000
H -3.99137 3.31296 -0.62466 0.000
H 2.06567 -1.28198 6.18757 0.000
H -5.42787 0.48812 2.07893 -0.002
H 1.75393 1.12094 -1.58571 0.006
H -0.71025 2.86442 0.03710 -0.006
H -2.24374 4.21993 4.54593 0.000
H 6.02887 -3.77897 1.48694 0.000
H 3.72847 0.52442 -0.99447 0.005
H 3.37049 2.53739 -4.43673 0.000
H -1.38968 -3.39370 -0.76116 -0.002
H 1.48057 3.25954 -0.65869 0.004
H 3.41313 1.05055 5.00825 0.000
H -1.63599 -1.21349 -3.37879 0.005
H 2.39497 -2.26065 -4.95069 0.000
H -2.96432 1.42231 -1.54035 -0.003
H -3.30246 0.82961 2.75820 0.001
H 3.65290 4.14690 3.25396 0.000
H -5.85077 -3.89697 -2.47208 0.000
H -0.97082 -2.66085 5.14150 0.001
H 2.03914 4.83328 -2.77842 0.000
H -0.24469 4.47290 -1.80806 0.000
H -1.75480 -1.45574 1.86232 0.006
H 4.75375 -1.10152 -2.58007 0.000
H 4.66079 -4.57567 0.55504 0.000
H -3.03871 -3.05541 3.34013 -0.001
H 4.81640 1.13637 0.29312 0.000
H 5.76987 1.70276 3.78995 0.000
H -5.54455 -1.83936 1.19631 0.000
H -5.64515 -1.82921 -3.04553 0.000
H -1.72693 3.31932 -4.18518 0.000
H 0.40905 -2.12997 -2.91133 -0.009
H -3.02030 4.12625 -2.46229 0.000
H -2.72289 1.67614 4.79711 0.000
H 2.04466 2.64484 3.76330 0.000
H -3.95668 -3.82168 -0.82202 0.000
H -0.90789 -0.49430 3.80414 0.001
H -0.96536 -3.48631 3.55994 0.000
H 1.56521 3.95833 -4.79229 0.000
H -6.60304 1.87640 -1.91534 0.000
H 1.72340 -0.71881 -4.31749 -0.001
H -0.11412 0.77967 -4.58899 0.000
H -0.68131 -3.94736 1.10224 0.001
H -3.98929 -2.25863 -2.53032 0.000
H -6.05501 2.91380 0.61727 0.000
H -0.02468 2.51012 3.97993 0.000
H -4.59470 -2.42916 2.61393 -0.001
H -3.04569 5.50851 -3.56738 0.000
H -1.21118 1.38571 1.94905 0.009
H 2.61539 -1.46596 -1.89148 0.002
H 4.52080 2.58782 -1.92486 0.000
H -3.96366 -4.21434 1.42318 0.000